Record 1
{
  "formula": "C4H7NO2S",
  "method": "ωB97M-V/def2-TZVPD",
  "symbols": ["C", "C", "C", "C", "N", "O", "O", "S", "H", "H", "H", "H", "H", "H", "H"],
  "xyz": [[0.766, 0.521, -0.499], [-0.989, -0.955, -1.297], [0.263, 2.311, 1.135], [-1.283, -1.820, -0.009], [1.019, 1.533, 0.415], [-0.530, 0.280, -0.728], [0.952, 2.797, 2.132], [2.013, -0.457, -0.962], [-1.793, -0.618, -1.875], [-0.185, -1.510, -1.822], [-0.393, -2.233, 0.361], [-1.891, -2.590, -0.279], [-1.854, -1.207, 0.659], [1.990, 1.335, 0.705], [1.915, 2.614, 2.064]],
  "forces_ev_per_a": [[-1.62, -1.85, -0.17], [2.05, -1.59, 2.56], [-1.96, 0.46, 0.56], [-0.29, 2.65, -2.01], [2.20, -1.53, -1.13], [1.81, 1.80, 0.09], [0.33, 0.89, 0.44], [-0.15, 0.38, -0.16], [-1.32, -0.24, -0.88], [-0.58, 0.87, -0.27], [1.28, -0.15, 0.79], [-1.78, -2.44, -0.79], [0.07, 0.28, 0.74], [-0.02, 0.54, 0.01], [-0.02, -0.07, 0.22]],
  "homo_ev": -9.2,
  "e_above_lowest_kcal_mol": 83.13,
  "lumo_energy_ev": 0.0325,
  "homo_lumo_gap_ev": 9.18
}

---

Record 2
{
  "formula": "C5H21O6S2",
  "method": "ωB97M-V/def2-TZVPD",
  "symbols": ["C", "C", "O", "C", "S", "S", "C", "C", "H", "H", "H", "H", "H", "H", "H", "H", "H", "H", "H", "H", "H", "O", "H", "H", "O", "H", "H", "O", "H", "H", "O", "H", "H", "O"],
  "xyz": [[0.935, 1.065, 0.883], [1.527, 1.443, 2.239], [0.550, 2.155, 2.981], [1.756, 0.077, 0.062], [1.986, -1.536, 0.767], [0.182, -2.291, 1.115], [-0.807, -2.241, -0.415], [-1.522, -0.924, -0.605], [0.018, 0.536, 1.071], [0.693, 2.017, 0.414], [2.459, 1.993, 2.079], [1.767, 0.559, 2.841], [1.338, 0.105, -0.955], [2.717, 0.400, -0.290], [-0.170, -2.425, -1.284], [-1.413, -3.149, -0.337], [-0.937, -0.095, -0.232], [-1.810, -0.741, -1.620], [-2.407, -0.791, -0.003], [-0.261, 2.126, 2.452], [-2.773, 1.808, 2.348], [-2.192, 1.062, 2.138], [0.051, 1.228, -2.631], [0.973, 0.828, -3.805], [1.025, 1.016, -2.861], [-0.047, -0.729, -3.652], [-1.575, -0.752, -3.442], [-0.824, -1.296, -3.713], [-1.760, 1.950, -1.212], [-1.668, 2.157, -3.074], [-1.485, 1.482, -2.414], [-2.191, 3.236, -0.212], [-1.998, 1.347, 1.197], [-1.812, 2.354, -0.161]],
  "forces_ev_per_a": [[0.81, -0.26, 1.32], [-0.46, -0.63, 0.17], [0.54, 0.37, -0.46], [-0.50, 1.13, -1.84], [-0.32, 0.24, 0.31], [0.25, -0.59, -0.15], [0.15, 0.32, -0.58], [-0.60, 0.32, 0.92], [-0.56, 0.13, 0.30], [0.06, -0.37, -0.80], [-0.13, 0.34, 0.24], [0.24, -0.18, -0.17], [-0.60, -0.84, 0.00], [1.14, 0.21, 0.72], [0.38, 0.07, 0.24], [-0.24, 0.26, 0.29], [0.33, 0.02, -0.70], [0.15, 0.02, -0.27], [-0.50, -0.52, 0.32], [-0.25, -0.03, 0.41], [-0.02, -0.35, 0.40], [0.07, 0.57, -0.69], [-0.08, 0.16, 0.04], [0.33, 0.29, -0.01], [-0.18, -0.33, -0.04], [-0.26, 0.12, 0.30], [0.34, 0.42, -0.17], [-0.06, -0.62, -0.19], [0.28, 0.39, 0.22], [-0.12, 0.03, 0.08], [0.03, -0.30, -0.27], [0.01, -0.12, 0.02], [-0.19, -0.05, 0.32], [-0.03, -0.21, -0.27]],
  "homo_ev": [-9.0, -9.0],
  "s2": 0.755,
  "spin_multiplicity": 2,
  "lumo_energy_ev": [-0.5158, -4.4665],
  "homo_lumo_gap_ev": [8.50, 4.55]
}

---

Record 3
{
  "formula": "C6H14B2F8KN2O2",
  "method": "ωB97M-V/def2-TZVPD",
  "symbols": ["K", "B", "F", "F", "F", "F", "B", "F", "F", "F", "F", "C", "O", "N", "C", "C", "H", "H", "H", "H", "H", "H", "H", "C", "O", "N", "C", "C", "H", "H", "H", "H", "H", "H", "H"],
  "xyz": [[-0.139, -1.092, 0.800], [1.244, 1.570, 2.125], [0.826, 2.395, 3.040], [1.161, 0.301, 2.711], [0.399, 1.474, 1.076], [2.463, 1.860, 1.743], [-0.355, -4.076, 1.878], [-1.539, -3.481, 1.625], [0.334, -3.180, 2.613], [-0.469, -5.289, 2.452], [0.135, -4.185, 0.655], [2.791, -0.778, -1.810], [2.001, -1.401, -1.072], [3.737, 0.064, -1.365], [4.712, 0.763, -2.162], [4.080, 0.111, 0.071], [2.714, -0.672, -2.903], [4.303, 0.789, -3.172], [5.618, 0.175, -2.015], [4.779, 1.770, -1.751], [4.908, -0.575, 0.251], [4.361, 1.084, 0.472], [3.133, -0.137, 0.551], [-2.795, 0.967, -0.838], [-2.104, -0.060, -1.077], [-4.097, 0.977, -0.577], [-4.730, 2.209, -0.135], [-4.934, -0.092, -0.580], [-2.434, 2.002, -0.734], [-4.109, 3.080, -0.345], [-5.013, 2.264, 0.916], [-5.569, 2.388, -0.808], [-4.339, -0.988, -0.755], [-5.326, -0.250, 0.424], [-5.745, 0.013, -1.301]],
  "forces_ev_per_a": [[-0.45, -0.50, 0.44], [-1.48, -2.17, 1.52], [-1.44, 3.30, 2.53], [0.71, -2.12, 0.33], [-1.81, 0.32, -3.15], [4.23, 0.68, -1.74], [-0.90, -0.52, 0.65], [-4.05, 1.54, 0.19], [2.15, 1.63, 1.74], [-0.12, -1.57, 1.19], [3.06, -0.59, -4.08], [-2.73, -0.57, -0.57], [1.93, 1.16, -1.29], [2.41, 0.91, 3.42], [-1.49, -0.17, -0.74], [-1.68, -0.17, 0.07], [-0.29, -0.81, 0.09], [0.71, 0.03, -0.24], [0.36, 0.33, -0.42], [0.31, -0.07, -0.06], [-0.17, -0.40, 0.05], [-0.02, 0.27, -0.72], [0.51, -0.45, 0.64], [1.46, -1.89, 0.10], [-1.19, 2.25, 0.33], [1.04, 3.36, 0.54], [0.17, 0.96, -1.14], [-1.06, -3.50, 0.45], [0.75, -0.32, -0.27], [0.41, -0.16, 0.19], [-0.08, -0.49, -0.06], [-0.51, -0.12, 0.41], [-0.19, -0.10, -0.43], [-0.49, 0.06, 0.04], [-0.07, -0.11, -0.01]],
  "homo_ev": [-9.8, -9.8],
  "s2": 0.786,
  "spin_multiplicity": 2,
  "lumo_energy_ev": [-1.9338, -6.6500],
  "homo_lumo_gap_ev": [7.90, 3.18]
}

---

Record 4
{
  "formula": "C45H106N10O13",
  "method": "ωB97M-V/def2-TZVPD",
  "symbols": ["C", "C", "C", "C", "C", "C", "N", "O", "C", "C", "C", "H", "H", "H", "H", "H", "H", "H", "H", "H", "H", "H", "H", "H", "H", "H", "H", "H", "H", "H", "C", "C", "C", "C", "C", "C", "N", "O", "C", "C", "C", "H", "H", "H", "H", "H", "H", "H", "H", "H", "H", "H", "H", "H", "H", "H", "H", "H", "H", "H", "C", "C", "C", "C", "C", "C", "N", "O", "C", "C", "C", "H", "H", "H", "H", "H", "H", "H", "H", "H", "H", "H", "H", "H", "H", "H", "H", "H", "H", "H", "C", "C", "C", "C", "C", "C", "N", "O", "C", "C", "C", "H", "H", "H", "H", "H", "H", "H", "H", "H", "H", "H", "H", "H", "H", "H", "H", "H", "H", "H", "C", "C", "O", "O", "H", "H", "H", "H", "H", "H", "C", "C", "O", "O", "H", "H", "H", "H", "H", "H", "C", "C", "O", "O", "H", "H", "H", "H", "H", "H", "C", "O", "N", "N", "H", "H", "H", "H", "C", "O", "N", "N", "H", "H", "H", "H", "C", "O", "N", "N", "H", "H", "H", "H"],
  "xyz": [[-0.297, 0.891, 4.778], [-1.229, 0.762, 3.442], [-1.390, -0.717, 3.041], [-2.354, -1.499, 3.967], [-3.637, -0.882, 4.200], [-3.617, 0.677, 4.420], [-2.540, 1.315, 3.635], [-2.356, 2.629, 3.878], [-5.020, 1.320, 4.054], [-3.396, 0.827, 5.873], [-0.507, 1.312, 2.224], [-0.505, 0.287, 5.661], [-0.401, 1.942, 5.047], [0.752, 0.721, 4.535], [-1.976, -0.900, 2.140], [-0.407, -1.181, 3.119], [-1.989, -1.666, 4.981], [-2.488, -2.494, 3.544], [-3.952, -1.437, 5.083], [-4.351, -1.065, 3.397], [-5.941, 0.736, 4.046], [-5.189, 2.172, 4.713], [-4.881, 1.835, 3.104], [-4.319, 0.792, 6.452], [-2.615, 0.178, 6.269], [-3.112, 1.870, 6.015], [-1.000, 1.211, 1.257], [0.492, 0.877, 2.209], [-0.392, 2.378, 2.420], [-2.615, 3.047, 3.053], [0.486, -6.294, 1.285], [1.454, -6.079, 2.477], [2.750, -5.296, 1.946], [3.498, -4.576, 3.085], [2.479, -3.690, 3.837], [1.312, -4.457, 4.401], [0.681, -5.327, 3.515], [-0.358, -6.037, 4.007], [1.758, -4.986, 5.811], [0.304, -3.279, 4.778], [1.990, -7.432, 3.033], [0.919, -6.803, 0.423], [0.014, -5.347, 1.024], [-0.364, -6.890, 1.617], [3.537, -5.943, 1.559], [2.638, -4.628, 1.091], [4.301, -3.930, 2.730], [3.888, -5.342, 3.756], [2.145, -2.922, 3.140], [3.115, -3.308, 4.635], [0.954, -5.155, 6.528], [2.278, -5.936, 5.691], [2.438, -4.277, 6.282], [0.661, -2.372, 5.267], [-0.240, -2.993, 3.878], [-0.509, -3.541, 5.454], [1.175, -8.147, 3.144], [2.540, -7.420, 3.974], [2.694, -8.037, 2.461], [-1.050, -6.032, 3.342], [2.228, 1.040, -0.064], [3.571, 1.294, -0.691], [4.517, 1.524, 0.503], [5.110, 0.268, 1.218], [5.742, -0.549, 0.165], [4.748, -0.949, -1.013], [4.099, 0.250, -1.570], [3.369, 0.079, -2.750], [5.672, -1.654, -2.035], [3.650, -1.825, -0.561], [3.487, 2.687, -1.349], [1.744, 1.891, 0.415], [2.238, 0.159, 0.578], [1.621, 0.640, -0.877], [5.241, 2.321, 0.330], [3.965, 1.986, 1.321], [4.459, -0.266, 1.910], [5.966, 0.525, 1.842], [6.381, -1.337, 0.563], [6.457, 0.186, -0.206], [5.277, -2.122, -2.937], [6.460, -0.969, -2.347], [6.145, -2.458, -1.472], [4.041, -2.841, -0.523], [3.024, -1.706, 0.323], [2.919, -1.967, -1.357], [4.337, 3.024, -1.943], [3.323, 3.540, -0.691], [2.594, 2.723, -1.973], [3.992, 0.515, -3.336], [-2.112, 7.791, -0.578], [-1.519, 7.261, -1.934], [-0.048, 7.731, -1.805], [0.770, 6.887, -0.893], [0.709, 5.469, -1.222], [-0.785, 4.890, -1.242], [-1.524, 5.762, -2.146], [-2.760, 5.181, -2.453], [-0.565, 3.464, -1.808], [-1.227, 4.593, 0.182], [-2.224, 7.959, -3.061], [-2.164, 8.880, -0.608], [-1.445, 7.537, 0.246], [-3.182, 7.620, -0.466], [0.469, 7.741, -2.764], [0.110, 8.745, -1.437], [0.340, 6.960, 0.106], [1.789, 7.273, -0.900], [1.259, 4.829, -0.533], [1.169, 5.392, -2.207], [0.333, 2.977, -1.428], [-1.427, 2.945, -1.389], [-0.527, 3.347, -2.891], [-2.051, 3.885, 0.272], [-0.562, 4.652, 1.044], [-1.807, 5.488, 0.406], [-1.837, 7.533, -3.987], [-2.146, 9.041, -2.958], [-3.306, 7.837, -3.020], [-2.722, 5.266, -3.409], [1.474, -0.727, -5.393], [0.258, 0.235, -5.881], [0.478, 1.462, -5.300], [1.339, -1.296, -4.078], [2.399, -0.271, -5.747], [1.384, -1.673, -5.927], [-0.709, -0.072, -5.481], [0.113, 0.359, -6.954], [1.359, 1.783, -5.506], [1.532, -0.530, -3.532], [-4.101, 1.924, -3.968], [-5.644, 1.644, -4.005], [-6.101, 2.780, -3.254], [-3.483, 1.928, -2.735], [-3.889, 2.763, -4.631], [-3.718, 1.185, -4.672], [-5.898, 0.735, -3.459], [-6.093, 1.282, -4.930], [-7.051, 2.911, -3.308], [-3.554, 2.820, -2.387], [-0.304, -1.819, -0.577], [-1.385, -0.836, -1.183], [-0.954, -0.139, -2.308], [0.189, -2.598, -1.665], [-0.612, -2.554, 0.167], [0.553, -1.226, -0.257], [-1.602, -0.146, -0.368], [-2.278, -1.376, -1.499], [-1.621, 0.459, -2.652], [0.321, -2.001, -2.405], [-2.047, -3.797, -4.221], [-3.037, -4.483, -4.172], [-0.788, -4.270, -4.141], [-1.975, -2.575, -4.652], [-0.610, -5.245, -3.949], [-0.077, -3.555, -4.094], [-1.139, -2.042, -4.460], [-2.805, -2.168, -5.058], [3.069, -4.836, -3.474], [3.815, -5.756, -3.807], [2.741, -4.700, -2.264], [2.859, -3.805, -4.152], [1.958, -4.142, -1.955], [3.016, -5.488, -1.695], [2.365, -2.995, -3.805], [3.338, -3.777, -5.041], [-4.652, 0.328, 0.394], [-5.268, -0.382, 1.187], [-5.304, 0.840, -0.574], [-3.622, 0.957, 0.646], [-6.133, 0.276, -0.695], [-4.884, 1.408, -1.297], [-3.618, 1.898, 0.282], [-3.246, 0.893, 1.581]],
  "forces_ev_per_a": [[-0.45, 0.65, -1.62], [0.63, -3.20, 0.94], [-1.52, -0.90, 2.12], [2.68, -0.63, 0.20], [-2.42, 1.35, -1.10], [-1.21, -1.63, 0.19], [-0.46, -2.28, -1.93], [-0.55, 2.59, 0.76], [1.49, 1.15, -0.20], [0.26, 1.80, 1.50], [0.45, 1.70, 0.99], [-0.55, -0.17, -0.35], [0.17, -0.02, 0.27], [0.07, 0.00, -0.22], [0.95, 0.65, -0.95], [-0.02, 0.01, -0.78], [0.99, -0.04, 0.02], [-0.07, -0.22, -0.04], [-1.00, 0.74, 0.17], [0.05, -0.18, -0.18], [0.55, -0.51, -0.03], [-0.02, -0.07, 0.40], [-0.36, -0.42, -0.42], [-0.01, -0.70, -0.04], [-0.17, 0.01, 0.13], [0.46, 0.13, 0.37], [-0.16, -0.34, 0.20], [-0.08, -0.03, -0.25], [0.37, 0.26, -0.37], [-0.11, 0.49, 0.05], [-0.66, 0.04, 1.01], [2.11, -0.12, -2.72], [0.79, 0.45, 0.76], [-1.67, 0.04, -0.15], [2.15, -0.97, -1.43], [-0.24, 3.83, 3.56], [1.14, -2.19, -0.29], [0.53, 1.09, 0.77], [-0.12, -1.43, 0.00], [-1.85, -0.53, -0.37], [-0.71, -1.04, 0.89], [0.20, 0.25, 0.20], [0.44, 0.20, -0.47], [0.06, -0.50, -0.09], [-0.71, -0.99, -0.09], [-0.97, 0.32, 0.19], [0.07, -0.30, -0.14], [0.28, 0.13, 0.13], [-0.01, 0.23, 0.19], [-0.89, 0.67, 0.17], [-0.26, 0.00, -0.39], [0.16, 0.00, 0.11], [-0.13, 0.07, -0.37], [1.07, -0.27, -0.41], [0.34, 0.21, -0.10], [0.11, -0.83, 0.07], [-0.30, 0.21, 0.36], [-0.39, 0.66, 0.30], [-0.01, 0.92, -1.11], [-0.43, -0.29, -0.62], [-1.11, -1.78, -1.03], [1.09, 1.48, 1.48], [0.25, -0.40, 2.12], [0.29, 0.83, 0.03], [-0.34, 0.28, -1.50], [0.69, 0.77, 0.23], [1.90, 2.00, 1.24], [0.11, -0.19, 0.10], [0.05, 0.02, 0.28], [-0.96, -3.20, -0.27], [-0.66, 0.19, -1.11], [0.22, -0.03, -0.11], [0.27, 0.35, 0.63], [-0.74, 0.50, -0.21], [0.66, -0.58, -0.50], [-0.69, 0.29, -0.27], [-0.62, 0.04, -0.32], [-0.19, 0.65, 0.33], [-0.51, -0.63, -0.29], [0.25, -0.28, -0.84], [-0.65, 0.22, 0.14], [-0.01, 0.10, 0.05], [0.15, -0.08, -0.11], [0.10, -0.37, 0.46], [0.62, 0.78, 0.32], [-0.10, 0.39, -0.32], [0.25, -0.59, -0.14], [0.02, -0.46, 0.77], [0.03, -0.07, -0.45], [-0.32, -0.07, -0.67], [-0.51, 0.29, -0.79], [-0.02, 0.50, 2.29], [0.49, -0.13, -1.26], [-0.07, 0.67, 1.59], [-0.90, -1.40, -0.68], [4.12, -0.97, -0.84], [1.56, 0.55, 0.71], [-0.82, 0.40, -0.05], [-1.12, 0.01, -0.35], [-2.39, 3.01, 0.74], [-0.51, -0.29, -0.13], [0.63, 0.24, -0.25], [-0.76, -0.14, 0.20], [0.09, -1.04, 0.43], [-0.22, -0.20, -0.48], [-0.95, 0.26, -0.10], [0.45, 0.46, 0.43], [0.09, -0.07, 0.29], [0.14, 0.12, 0.05], [-0.21, -0.66, -0.31], [-0.05, 0.26, 0.36], [0.15, -0.82, -0.64], [-0.15, 0.29, -0.10], [0.55, -0.72, -0.01], [0.62, -0.84, -0.50], [-0.30, 0.35, 0.40], [-0.06, 0.56, -0.34], [0.69, -0.04, -0.33], [-0.08, -0.55, -0.03], [-0.53, -0.32, -0.24], [-3.09, -1.90, -2.35], [1.22, -1.42, 1.19], [-0.02, 1.92, 0.95], [0.35, 1.91, -0.57], [0.43, 0.15, 0.98], [0.14, 0.23, -0.96], [0.11, -0.49, 0.06], [0.55, -0.59, -0.31], [0.03, 0.07, -0.14], [0.06, 0.04, 1.14], [-1.70, -1.42, -3.54], [1.34, 0.07, 2.29], [-0.69, -0.07, -0.78], [0.09, -0.20, 0.38], [-0.17, 0.94, 0.74], [0.73, -0.91, 0.71], [0.49, -0.19, 0.87], [0.14, 1.58, -0.89], [-0.15, -0.13, -0.02], [0.20, 0.45, 0.09], [0.19, 1.01, -2.67], [-0.61, -0.77, 1.89], [1.94, -0.10, -0.66], [0.32, -0.96, 0.04], [-0.53, 0.56, 0.14], [-0.18, 0.20, 0.71], [-0.46, 0.05, -0.03], [-0.18, -0.38, 0.58], [-0.36, 0.13, 0.32], [-0.01, 0.25, -0.28], [0.57, -3.02, -0.86], [-1.26, -0.50, 0.50], [1.54, -1.09, 0.90], [-1.04, 4.52, -0.88], [0.06, 0.45, 0.23], [0.38, -0.93, 0.01], [-0.47, 0.34, -0.33], [0.29, 0.23, 0.42], [4.39, -3.86, -1.09], [-0.08, -0.92, -0.88], [-2.52, -0.77, 7.57], [-1.31, 5.00, -5.39], [-0.02, 0.10, 0.02], [-0.33, 0.14, 0.07], [0.23, 0.08, -0.26], [-0.42, 0.24, 0.01], [-5.97, -2.33, 2.84], [0.55, -2.39, 0.69], [-3.56, 0.49, -4.88], [8.72, 4.18, 2.33], [-0.28, 0.66, -0.83], [-0.28, -0.44, -0.24], [0.52, -0.17, -0.01], [0.09, -0.04, 0.28]],
  "homo_ev": [-10.2, -10.2],
  "s2": 0.754,
  "spin_multiplicity": 2,
  "lumo_energy_ev": [-2.3998, -6.6174],
  "total_charge": 1,
  "homo_lumo_gap_ev": [7.80, 3.58]
}

---

Calculated values (hartree/bohr) of largest force on an atom for the records, taken in order: 0.07083; 0.04309; 0.09990; 0.19340.
Calculated values (a.u.) of total energy for the records, taken in order: -759.9441; -1450.7926; -1945.9227; -3303.1755.